DFT (wB97M-V/def2-TZVPD) results for a molecular structure, C32H50FIN7O3PPd at a distorted geometry.

Results
Kohn-Sham gap (spin up / spin down) = 4.748 / 5.189 eV
largest force on an atom = 0.060 hartree/bohr
ΔE to the lowest compared entry with this formula, charge and spin = 0.0 kcal per mole
multiplicity = 3
E_tot = -74150.1629 eV

Each line ends with the Mulliken charge.
Cartesian coordinates (Å):
O  1.259994  -3.106404  -0.075135  -0.643
H  -3.008223  1.588485  6.093191  0.653
H  -2.499490  3.702811  -0.286642  0.448
C  -0.102975  -2.744818  -2.058442  0.398
H  -4.253122  -2.508218  2.048006  0.413
C  -0.070159  -2.678098  -3.392833  0.067
H  -3.900268  1.989436  4.635449  0.329
C  0.928867  -2.030545  -5.529647  -1.222
C  -0.417430  1.799848  6.034234  -0.998
C  2.202810  -1.901905  -3.438173  1.297
N  -2.062281  0.938122  4.443552  0.987
P  -2.230329  0.246258  2.900933  0.136
H  -3.558868  -0.626502  5.099180  0.368
H  7.118404  -0.285040  -2.746793  0.333
H  -4.041981  -0.044901  -0.220211  -0.096
H  -0.071000  0.052176  -2.302944  -0.476
C  -4.617681  0.882233  0.117138  -0.087
H  0.124266  -2.664664  -5.936502  0.538
N  1.070736  -2.341297  -4.089156  0.039
H  -2.844737  -2.028739  1.257949  -0.109
C  -0.866076  0.589403  5.210330  -0.913
C  6.722321  -0.209601  -3.799868  -0.436
C  5.775830  2.379238  -4.649018  -1.039
C  2.285066  -2.162476  -1.996592  0.507
C  3.267513  -1.160685  -4.093962  -0.238
H  3.905350  1.542218  -4.013993  0.066
F  5.568854  -0.564602  -1.270738  -0.364
H  0.411788  -0.418281  -6.902750  0.360
Pd  -0.314822  -0.259369  0.285158  0.025
H  -0.353900  -0.266978  -5.301941  0.304
C  -3.919468  -1.326397  4.416614  -0.630
C  -2.800838  2.634631  1.605339  -1.409
C  -2.420870  -3.412646  4.366487  -0.601
H  -0.913319  1.859803  7.013097  0.360
C  -1.466625  -2.799490  -1.415910  -0.341
C  4.968988  1.482698  -3.787495  0.087
H  8.136323  1.384123  -3.933321  0.358
H  -3.929862  2.060211  -1.624941  0.449
H  -1.490933  -2.910580  4.784656  0.179
I  1.836481  1.873601  -2.010497  -0.172
C  4.398143  -0.771393  -3.380105  -2.008
C  4.489519  -1.064795  -2.002647  0.483
C  -0.648698  3.115769  5.273915  -0.567
H  -4.707061  0.053292  2.105191  0.126
N  -3.161195  -1.046571  3.171181  0.809
H  0.623812  1.644946  6.290379  0.459
H  -2.281577  3.744470  4.046666  0.087
C  0.013925  0.798913  -1.518604  -0.140
N  -0.886749  -0.095089  2.169745  -1.081
H  7.187675  2.177987  -6.106505  0.283
C  7.608123  0.734220  -4.576379  -0.722
H  -1.865548  2.976263  2.087052  0.346
H  -2.302790  -4.499299  4.671763  0.404
H  1.862638  -2.330571  -5.923664  0.566
H  3.187641  -1.006103  -5.136441  0.473
H  -5.649746  0.756571  -0.272322  0.424
H  -5.307391  1.609731  2.041903  0.389
H  6.150772  0.993973  -6.053183  0.337
C  -2.159885  3.268912  5.022935  -0.699
C  3.426950  -1.664893  -1.336158  -0.985
C  -2.367843  -3.323538  2.839227  -0.823
H  -0.086865  3.018082  4.334992  0.258
H  -0.848520  1.462521  -1.705301  0.295
H  -4.553580  -3.336714  4.513777  0.312
O  -2.222290  -3.682542  -1.821957  -0.712
H  -1.311187  -3.239861  2.435324  0.078
C  -2.882815  1.913612  5.071469  -0.999
H  -0.192557  3.978684  5.827190  0.432
H  -4.710208  2.982410  -0.403575  0.329
C  -2.726910  2.646212  0.031126  0.523
H  1.311251  0.146704  -5.356278  0.206
H  3.528719  -1.777863  -0.230694  0.388
H  8.410517  0.256843  -5.092144  0.399
N  6.728606  1.526969  -5.493520  -0.140
H  -3.654652  3.352712  1.920304  0.304
H  5.156285  1.840569  -2.785566  0.366
H  6.420071  3.076495  -4.130874  0.378
C  -4.056100  2.125232  -0.564937  -1.005
N  5.373794  0.107985  -3.997598  0.429
H  -2.533049  3.910197  5.827945  0.470
H  -1.022326  -0.241605  5.846994  0.181
H  -2.763381  -4.229589  2.364936  0.543
C  0.594718  -0.581412  -5.792099  -0.811
H  6.813729  -1.208207  -4.208632  0.407
C  -3.214079  -2.217297  2.265578  -0.529
H  -0.978529  -2.637605  -3.994121  0.445
C  -3.703917  -2.755212  4.888864  -0.859
H  -4.990271  -1.101973  4.330366  0.118
C  1.126331  -2.760439  -1.236932  0.134
N  -3.234756  1.336525  2.081279  0.900
O  -1.668785  -1.996259  -0.431241  0.082
H  -3.770654  -2.651568  5.962830  0.453
C  -4.503862  0.986913  1.605715  -0.976
H  -0.089365  0.201217  4.588635  0.562
H  5.119015  2.920924  -5.364044  0.408
H  -1.903447  2.001487  -0.135580  -0.458

Atomic forces in eV per Å
O -0.35 0.05 -0.56
H -0.29 0.08 0.64
H -0.17 -1.08 0.02
C -0.18 -0.26 0.99
H -0.05 0.03 0.68
C 0.60 1.16 -0.08
H 0.65 -0.16 0.02
C -1.00 -0.18 1.22
C 0.34 0.24 0.37
C 0.79 0.10 1.74
N 1.08 -1.35 -1.82
P 0.17 1.28 -0.27
H 0.66 0.95 1.46
H -0.57 0.33 -0.79
H -0.55 1.12 0.36
H 0.32 -0.15 -0.32
C 0.63 -1.06 -1.84
H 0.48 0.08 0.18
N 0.20 0.49 -1.08
H 0.24 0.55 0.16
C -0.46 1.08 0.13
C 1.68 -1.47 1.03
C 0.21 0.74 -2.10
C 0.69 1.04 -1.80
C -0.73 -1.64 1.91
H 0.10 0.16 0.17
F -1.14 -0.51 -0.67
H 0.54 -0.04 1.29
Pd -0.32 0.00 0.49
H 0.38 -0.57 -0.24
C 0.46 0.09 -1.85
C -1.38 1.25 -0.35
C 1.45 -0.22 0.67
H -0.20 -0.16 -0.23
C -0.09 -0.72 1.40
C -0.05 -0.25 0.79
H 0.09 1.34 0.70
H -0.11 -0.47 -0.77
H -1.14 -0.33 -0.33
I -0.33 0.01 0.12
C 0.02 -0.14 0.48
C -0.78 0.34 0.03
C 0.79 -0.53 0.24
H -0.41 -0.67 -0.38
N -1.52 -1.88 0.35
H 0.40 0.15 -0.05
H -0.39 0.06 0.26
C -0.93 -0.42 0.02
N 0.17 0.27 0.01
H 0.82 0.14 -0.23
C -0.29 -0.06 -0.54
H -0.37 -0.36 -0.38
H -0.43 1.26 -0.12
H 0.84 -0.27 -1.07
H 0.19 0.46 -0.79
H 0.38 -0.10 0.63
H 0.26 0.60 -0.27
H -1.39 -2.15 -1.36
C 0.29 0.49 0.45
C 0.66 -0.48 0.82
C 0.76 -0.89 -0.97
H -0.23 0.18 0.01
H 0.74 0.16 0.04
H 0.08 -0.18 0.31
O -0.33 0.43 -0.15
H -1.12 0.10 0.66
C -0.42 0.90 -0.42
H -0.58 -0.66 -0.45
H -0.61 -0.07 -0.01
C -0.51 0.85 1.84
H -0.10 -0.53 -0.61
H -0.33 0.01 -0.99
H 0.18 -0.62 -0.88
N 0.82 2.30 1.85
H 1.28 -0.60 -0.33
H -0.43 -0.21 0.82
H -0.03 0.17 0.18
C 0.91 1.28 0.99
N -2.37 -0.02 -0.06
H -0.34 0.15 -0.28
H -0.71 -1.01 1.17
H 0.14 -0.21 0.27
C -0.91 1.32 -0.59
H 0.35 -0.37 -0.05
C 0.25 0.80 -0.50
H 0.15 -0.44 0.26
C -0.32 -0.28 -0.37
H -0.07 -0.16 -0.38
C 0.60 0.71 -0.55
N 1.81 0.55 0.62
O 0.36 0.08 -1.00
H 0.05 -0.71 0.44
C -2.03 -0.94 0.94
H 0.54 0.36 -1.01
H 0.63 -0.14 0.37
H 0.84 -0.55 -0.72